The following is a quantum chemistry calculation of a structure of composition C20H36NO2OsP3S at a distorted geometry, from OMol25.

Computed properties:
multiplicity	5
LUMO level (alpha / beta)	-0.4765 / -0.5887	Ha
electronic energy	-68028.7173	eV
frontier orbital gap (alpha / beta)	5.6 / 5.5	eV
HOMO (alpha / beta)	-18.600 / -21.512	eV
net charge	+4
M	637.7	g mol⁻¹
⟨S²⟩	6.04

Last column: Löwdin charge in e.
Cartesian coordinates (Å):
H 3.6648 1.7462 -0.7983  0.05
N -1.7570 0.8214 1.7449  -0.06
C 3.6137 1.6725 0.3048  -0.23
H 4.2532 -1.3946 -0.1216  0.05
H -0.8162 4.1603 -2.6700  0.09
H 2.0715 1.1985 -3.4028  0.14
C 2.5459 -0.7086 -2.5043  -0.01
C -0.0801 -1.4547 -3.1739  -0.01
H 0.7469 3.6934 -1.9467  0.07
H -0.1494 0.4016 -4.2635  0.13
Os 0.0845 0.1743 0.4306  0.97
P -1.2882 -2.3180 0.3313  0.80
C 0.4125 -0.1750 -3.5546  -0.01
H 3.5906 -0.4741 -2.4443  0.13
H 0.5725 -3.9945 0.1722  0.05
O 0.5829 2.8189 1.7198  0.13
P 2.6715 0.2369 0.9370  0.78
C 0.7702 -2.3756 -2.5720  0.03
H 3.1894 2.6336 0.6710  0.07
S -3.2665 2.3460 3.2759  1.29
H -3.2159 -2.2911 -1.2311  0.07
H -1.4844 2.9693 2.0256  0.08
H -2.7921 -3.5607 1.8484  0.10
H 0.1249 -3.6536 1.8625  0.07
H -0.9211 -4.6964 0.8603  0.09
H -2.0963 -2.1800 2.6933  0.03
H -3.6077 0.1958 4.5124  0.12
H 2.7034 -2.6900 -1.6591  0.13
C 3.8987 -1.1321 0.8917  -0.22
H 0.5308 -3.4202 -2.5344  0.14
H 0.1204 2.8215 -3.3763  0.05
C -3.2311 0.5945 3.5975  -0.11
H -3.0101 -3.8951 -0.4771  0.09
H -1.0674 -1.7487 -3.5184  0.13
C -1.8192 3.5176 -0.3242  -0.26
H -1.7134 -0.6871 3.3910  0.14
H -2.5161 0.9408 -2.9440  0.05
O 0.3231 -1.1223 3.1197  0.13
H 4.8130 -0.8487 1.4762  0.09
C -2.2758 0.0421 2.7618  -0.17
H -1.0654 4.1591 0.1666  0.08
C -2.0165 2.0358 2.1073  -0.43
H -3.4365 1.4724 -1.5158  0.07
C -2.4477 -3.0291 -0.9130  -0.24
P -1.0710 2.1275 -1.2712  0.81
C 0.2671 -0.7380 2.0164  -0.52
H 4.6672 1.6345 0.6768  0.09
H -3.4305 -1.9295 1.5365  0.08
C -0.2858 -3.7772 0.8367  -0.24
H 3.5106 -2.0616 1.3612  0.07
H 4.0381 0.8862 2.8684  0.10
H 2.3699 1.4640 3.0864  0.06
H -2.5144 3.1578 0.4743  0.03
C -2.5025 -2.5010 1.7119  -0.25
C 0.4188 1.8506 1.0921  -0.53
C -0.1719 3.2793 -2.4147  -0.23
C 2.0576 -1.9564 -2.1328  -0.01
H -2.9635 2.6620 -2.7587  0.09
H 2.7676 -0.2523 3.3692  0.07
H -2.4385 4.1652 -0.9671  0.09
C 1.6718 0.2278 -3.1244  0.03
C -2.6117 1.7569 -2.2036  -0.24
H -1.9544 -3.4103 -1.8247  0.05
C 2.9652 0.6120 2.7108  -0.24